1 | Molecular formula: C32H93N15O11
Method: DFT, ωB97M-V with the def2-TZVPD basis set

Summary:
SMILES: COC[C@H](C)N.COC[C@H](C)N.COC[C@H](C)N.COC[C@H](C)N.COC[C@H](C)N.COC[C@H](C)N.COC[C@H](C)N.NC(N)=O.NC(N)=O.NC(N)=O.NC(N)=O
Kohn-Sham gap in Eh: 0.340
Charge: 0
E_LUMO in eV: 0.3611

Each line ends with the Löwdin charge.
Geometry (Å):
C -20.33241 -11.83672 19.78557  -0.1269
O -19.63666 -12.28790 18.64447  -0.1616
C -20.06925 -13.51254 17.99890  -0.1613
C -20.07823 -14.78457 18.86354  -0.4170
C -18.70991 -15.09513 19.44884  -0.0345
N -20.66629 -15.94213 18.15086  0.0527
H -20.63267 -12.57649 20.52765  0.0745
H -21.20335 -11.23306 19.53030  0.0782
H -19.92685 -11.04703 20.41802  0.0849
H -21.00226 -13.33447 17.46420  0.0973
H -19.42996 -13.76844 17.15396  0.1254
H -20.80327 -14.62742 19.66212  0.1134
H -18.90371 -15.64116 20.37210  0.0733
H -18.18197 -14.18880 19.74540  0.0858
H -18.16287 -15.71460 18.73813  0.0816
H -21.34433 -15.72816 17.43353  0.0714
H -19.93310 -16.50169 17.73926  0.0702
C -21.32226 -19.49914 24.96099  -0.1096
O -22.27389 -19.40483 23.95482  -0.1973
C -22.21928 -20.48834 23.02098  -0.1899
C -22.67797 -21.85598 23.59075  -0.3756
C -21.94558 -23.12957 23.02797  -0.0386
N -24.13911 -21.96728 23.42508  0.0556
H -20.91649 -18.51655 25.20175  0.0843
H -20.52490 -20.13304 24.57305  0.0918
H -21.72692 -19.97757 25.85288  0.0719
H -22.76642 -20.07597 22.17323  0.0994
H -21.19498 -20.55893 22.65500  0.1095
H -22.32457 -21.64102 24.59920  0.1020
H -22.07155 -23.32246 21.96259  0.0590
H -22.21514 -24.08081 23.48685  0.0682
H -20.87305 -22.97057 23.13981  0.0688
H -24.59021 -21.16624 23.84333  0.0291
H -24.56121 -22.66716 24.01846  0.0548
C -24.15203 -13.17789 19.96074  -0.0620
O -23.94734 -13.93412 18.71475  -0.2243
C -24.10372 -13.15462 17.48121  -0.1621
C -24.73335 -14.00105 16.37144  -0.4732
C -24.01072 -15.29358 16.00106  -0.0603
N -25.29023 -13.38229 15.21065  0.0539
H -24.29696 -13.92754 20.73863  0.0452
H -25.06966 -12.59617 19.87330  0.0972
H -23.26228 -12.57240 20.13349  0.0741
H -24.69096 -12.24519 17.60834  0.1268
H -23.11170 -12.85845 17.14021  0.1004
H -25.53882 -14.37038 17.00619  0.1133
H -23.14961 -15.01299 15.39454  0.0766
H -24.59658 -15.90602 15.31565  0.0781
H -23.71770 -15.90630 16.85360  0.0594
H -24.56669 -12.77633 14.85093  0.0742
H -25.30988 -14.12738 14.52906  0.0642
C -22.86867 -16.08672 29.23091  -0.1008
O -22.26915 -16.20503 27.98797  -0.2077
C -22.44224 -15.10985 27.16226  -0.1776
C -21.57586 -15.41293 25.89447  -0.4104
C -20.17233 -15.20323 26.13393  -0.1118
N -21.68685 -14.50715 24.73775  0.0262
H -22.75429 -16.85493 29.99568  0.0947
H -23.89159 -16.10928 28.85509  0.0747
H -22.77748 -15.05433 29.56848  0.0871
H -23.46519 -15.06346 26.78873  0.1191
H -22.11396 -14.20519 27.67404  0.1317
H -21.81512 -16.38174 25.45600  0.1224
H -19.88305 -14.15318 26.17646  0.0959
H -19.56823 -15.55975 25.29964  0.0859
H -19.95827 -15.73292 27.06221  0.0899
H -20.75810 -14.51903 24.34102  0.0582
H -22.23960 -15.04202 24.08318  0.0159
C -23.67595 -21.46072 19.20808  -0.1833
O -24.97025 -21.83598 18.96775  -0.1506
C -24.95277 -23.08649 18.11026  -0.1346
C -26.28403 -23.67126 17.64605  -0.4416
C -26.13579 -24.91705 16.79237  -0.0880
N -27.18577 -22.78991 16.86451  0.0370
H -23.02463 -22.09672 19.80757  0.0823
H -23.90414 -20.51312 19.69604  0.0820
H -22.98457 -21.20543 18.40501  0.0703
H -24.37423 -22.86025 17.21460  0.1159
H -24.33821 -23.86867 18.55592  0.1221
H -26.86052 -23.99215 18.51368  0.1358
H -27.04708 -25.31427 16.34530  0.0798
H -25.83920 -25.82297 17.32100  0.0681
H -25.27902 -24.78353 16.13193  0.0747
H -26.68184 -22.27319 16.15801  0.0713
H -27.51897 -22.26392 17.65976  0.0636
C -17.58953 -19.63102 20.79077  -0.1051
O -18.94652 -19.98503 20.53112  -0.1795
C -19.70375 -18.79160 20.24835  -0.1958
C -21.06692 -19.22708 19.63367  -0.3858
C -20.75204 -19.61427 18.19034  -0.0794
N -22.01433 -18.14167 19.42632  0.0469
H -17.03044 -20.42520 21.28553  0.0872
H -17.51970 -18.67944 21.31776  0.0829
H -17.04514 -19.46778 19.86066  0.0822
H -19.90738 -18.20364 21.14330  0.1218
H -19.14210 -18.11324 19.60611  0.0950
H -21.36649 -20.12339 20.17679  0.1087
H -19.96090 -18.99641 17.76554  0.0718
H -21.62898 -19.63753 17.54339  0.0729
H -20.27077 -20.59104 18.23939  0.0788
H -21.49947 -17.32052 19.14216  0.0198
H -22.59535 -18.32066 18.61979  0.0535
C -24.23241 -20.74692 27.58962  -0.1027
O -25.46036 -20.26393 27.07320  -0.2282
C -26.12953 -21.32942 26.26598  -0.1408
C -27.32621 -20.80617 25.47320  -0.4157
C -28.14524 -22.00200 24.90420  -0.0474
N -26.93896 -19.82248 24.43439  0.0536
H -24.44137 -21.53116 28.31722  0.0903
H -23.74634 -19.88459 28.04590  0.0895
H -23.54218 -21.10395 26.82529  0.0672
H -25.36727 -21.63782 25.55048  0.0838
H -26.52174 -22.10311 26.92604  0.1304
H -27.94702 -20.25997 26.18338  0.1342
H -27.48647 -22.78894 24.53697  0.0723
H -28.84974 -21.64052 24.15514  0.0742
H -28.73471 -22.50389 25.67148  0.0734
H -27.76066 -19.40500 24.02135  0.0723
H -26.53112 -19.08517 24.99131  0.0285
N -26.17203 -15.82477 25.44043  0.1694
C -26.06860 -16.42215 26.59188  -0.7497
N -25.44600 -17.58944 26.49585  0.1704
O -26.59799 -15.93009 27.60613  -0.0031
H -25.59120 -16.27034 24.74459  0.0753
H -26.56010 -14.89935 25.32591  0.1128
H -24.88296 -17.86445 25.70372  0.1029
H -25.50843 -18.15720 27.32882  0.1004
N -27.42396 -17.41159 17.52794  0.1722
C -26.22213 -17.35130 17.98000  -0.7695
N -26.24598 -16.41235 18.90729  0.1572
O -25.26856 -18.10729 17.83830  0.0229
H -27.67990 -18.06325 16.79996  0.1269
H -28.08000 -16.72182 17.86544  0.1146
H -27.04750 -15.83236 19.11046  0.1136
H -25.32769 -16.15150 19.23713  0.0772
N -23.54874 -16.34310 21.06840  0.1893
C -23.82084 -16.80567 22.23371  -0.7466
N -24.32835 -17.97729 22.07088  0.1998
O -23.45423 -16.41005 23.34072  -0.0041
H -23.58814 -16.97494 20.28142  0.0673
H -23.31031 -15.36860 20.95175  0.0867
H -24.59069 -18.47023 22.91247  0.1028
H -24.49120 -18.41941 21.17751  0.1131
N -24.97389 -13.56800 23.32931  0.1709
C -24.44021 -12.39985 22.93258  -0.8232
N -23.17287 -12.50350 23.00716  0.1721
O -24.96873 -11.39488 22.54706  0.0474
H -24.41577 -14.40290 23.43659  0.0552
H -25.97960 -13.65322 23.29201  0.1064
H -22.72515 -13.30797 23.42248  0.0581
H -22.71442 -11.61750 22.84928  0.1299

2 | Molecular formula: C32H93N15O11
Method: DFT, ωB97M-V with the def2-TZVPD basis set

Summary:
SMILES: COC[C@H](C)N.COC[C@H](C)N.COC[C@H](C)N.COC[C@H](C)N.COC[C@H](C)N.COC[C@H](C)N.COC[C@H](C)N.NC(N)=O.NC(N)=O.NC(N)=O.NC(N)=O
Kohn-Sham gap in Eh: 0.314
Charge: 0
E_LUMO in eV: -0.2372

Each line ends with the Löwdin charge.
Geometry (Å):
C 4.92230 -0.03304 -0.06631  -0.0770
O 6.11587 -0.69275 0.22670  -0.2274
C 7.28861 -0.21778 -0.25049  -0.2202
C 8.37911 -0.58948 0.79958  -0.4575
C 9.73383 -0.01161 0.57354  -0.0620
N 8.35127 -2.01417 0.95504  0.0535
H 4.09134 -0.40982 0.53006  0.0692
H 4.59269 -0.33650 -1.05997  0.0931
H 4.95309 1.05651 -0.06253  0.0999
H 7.59642 -0.52283 -1.25065  0.1384
H 7.39970 0.85973 -0.12907  0.1239
H 7.95421 -0.17154 1.71221  0.1362
H 10.32439 -0.20032 -0.32297  0.0842
H 10.36474 -0.12578 1.45503  0.0825
H 9.56082 1.06203 0.64762  0.0744
H 8.78171 -2.48661 0.17298  0.0787
H 7.36548 -2.22389 0.88914  0.0408
C -1.96942 7.88294 -2.05781  -0.0712
O -1.45423 6.53426 -2.00590  -0.1991
C -0.72785 6.27065 -0.83133  -0.2363
C 0.17407 5.06706 -1.05278  -0.4092
C -0.61768 3.73583 -1.31935  -0.0513
N 1.26159 4.90632 -0.08119  0.0504
H -2.57268 8.00243 -2.95776  0.0909
H -1.08639 8.51719 -2.13580  0.0804
H -2.35526 8.06309 -1.05443  0.0836
H -0.08121 7.11386 -0.58857  0.1195
H -1.34011 6.18364 0.06627  0.1215
H 0.75872 5.27427 -1.94908  0.1298
H -1.27250 3.75166 -2.19058  0.0725
H -1.28563 3.52872 -0.48326  0.0600
H 0.08333 2.90113 -1.32057  0.0502
H 0.80476 4.68527 0.79204  0.0093
H 1.75333 4.03907 -0.24299  0.0613
C -1.39443 -1.04785 -5.08543  -0.0637
O -2.65454 -1.00564 -5.84277  -0.2020
C -2.62993 -0.10966 -6.95528  -0.2252
C -3.86683 -0.38182 -7.74303  -0.4760
C -3.85739 -1.88045 -8.22893  -0.0382
N -3.96236 0.53965 -8.82616  0.0425
H -1.46741 -1.66534 -4.19017  0.0710
H -1.19558 -0.00944 -4.82031  0.0789
H -0.55233 -1.37015 -5.69787  0.0821
H -2.85626 0.92379 -6.69288  0.1123
H -1.81141 -0.22747 -7.66537  0.1344
H -4.73350 -0.30515 -7.08643  0.1258
H -2.91330 -2.29530 -8.58208  0.0767
H -4.60880 -2.09700 -8.98827  0.0683
H -4.08082 -2.47015 -7.33986  0.0710
H -4.31442 1.44888 -8.56261  0.0686
H -4.59340 0.12271 -9.49552  0.0705
C -0.39378 -0.33946 -0.95367  -0.0736
O -0.39329 -1.29397 0.10906  -0.2254
C 0.54601 -0.88270 1.12205  -0.1716
C 0.84187 -2.09585 2.02660  -0.4424
C 1.73771 -1.57050 3.11302  -0.0547
N 1.54628 -3.04314 1.26036  0.0526
H -0.68047 0.62976 -0.54558  0.0781
H -1.21122 -0.76646 -1.53466  0.0835
H 0.50436 -0.23583 -1.56252  0.0962
H 1.48092 -0.47029 0.74262  0.1219
H 0.13603 -0.10893 1.77113  0.1058
H -0.00298 -2.64221 2.44593  0.1200
H 2.66917 -1.19619 2.68832  0.0694
H 1.98500 -2.41108 3.76137  0.0789
H 1.33612 -0.83418 3.80922  0.0781
H 1.38974 -2.93924 0.26799  0.1027
H 2.52965 -2.99727 1.48615  0.0555
C -3.01175 -2.52881 3.64647  -0.1147
O -3.98701 -3.06105 2.77939  -0.2038
C -5.29804 -3.25777 3.35747  -0.1706
C -6.03461 -4.52122 2.73823  -0.4134
C -6.19446 -4.52836 1.21325  -0.0614
N -7.34997 -4.69972 3.35332  0.0310
H -2.64963 -3.25116 4.37803  0.0942
H -3.27817 -1.59489 4.14137  0.0874
H -2.19034 -2.31870 2.96146  0.0555
H -5.35886 -3.48962 4.42079  0.1139
H -5.91518 -2.37532 3.18861  0.1168
H -5.33258 -5.31916 2.98016  0.1370
H -7.06166 -4.03710 0.77199  0.0704
H -6.23099 -5.55354 0.84476  0.0773
H -5.32592 -4.02667 0.78657  0.0630
H -7.28592 -5.24697 4.19980  0.0666
H -7.77895 -3.80159 3.52491  0.0662
C 6.35529 2.55168 4.60889  -0.1089
O 5.33650 1.81185 3.94144  -0.1978
C 4.13167 2.49874 3.82757  -0.1735
C 3.51291 2.77074 5.30124  -0.4263
C 2.42473 1.81427 5.72184  -0.0814
N 2.87551 4.01686 5.19429  0.0259
H 6.40933 2.52997 5.69733  0.0752
H 6.45426 3.61937 4.41309  0.0976
H 7.22891 1.96971 4.31527  0.0872
H 4.39963 3.42818 3.32515  0.1188
H 3.33878 1.98429 3.28464  0.1126
H 4.30789 2.74253 6.04643  0.1259
H 1.49633 1.84226 5.15141  0.0639
H 2.05514 1.80985 6.74726  0.0800
H 2.86664 0.84725 5.48163  0.0665
H 2.08642 3.94100 4.56844  0.0410
H 2.52841 4.22383 6.11991  0.0770
C -4.63138 0.51722 -3.32474  -0.1004
O -4.80312 1.87587 -3.02334  -0.2081
C -6.02650 2.53394 -3.47883  -0.1431
C -6.05767 2.67954 -5.02456  -0.4393
C -4.98381 3.54625 -5.62253  -0.0713
N -7.36423 3.24361 -5.43669  0.0216
H -3.63932 0.20866 -2.99505  0.0781
H -4.55436 0.40469 -4.40618  0.0668
H -5.42564 -0.02590 -2.81261  0.0961
H -6.90043 1.94358 -3.20347  0.1150
H -6.13920 3.51186 -3.01077  0.1236
H -6.05322 1.72714 -5.55466  0.1219
H -4.82290 4.47847 -5.08107  0.0851
H -5.24209 3.75881 -6.65992  0.0712
H -4.02398 3.03960 -5.72324  0.0636
H -7.39231 3.28979 -6.44525  0.0613
H -7.31981 4.22164 -5.18847  0.0618
N 1.42333 -5.43300 2.73932  0.1462
C 2.06844 -6.50846 2.28866  -0.7656
N 2.77912 -6.21507 1.19919  0.1663
O 1.79299 -7.61624 2.66732  0.0337
H 1.28952 -4.59695 2.18866  0.0308
H 0.66783 -5.61113 3.38554  0.1058
H 3.36829 -6.94888 0.83246  0.1133
H 3.11749 -5.26352 1.21141  0.0391
N -1.46860 -4.23643 -1.48883  0.1589
C -1.93118 -4.69147 -0.35678  -0.7604
N -1.67784 -3.77527 0.55713  0.1830
O -2.37679 -5.80579 -0.19885  0.0467
H -1.32238 -4.85273 -2.27553  0.1227
H -1.01033 -3.33723 -1.44969  0.0818
H -2.18989 -3.71047 1.42529  0.0856
H -1.18108 -3.00662 0.12993  0.0512
N -0.50696 2.71477 2.56275  0.2007
C -0.10053 3.88077 2.92182  -0.8398
N -0.94850 4.54346 3.61794  0.1839
O 0.93883 4.41165 2.63827  0.0258
H 0.22817 2.20971 2.08883  0.1112
H -1.32132 2.34154 3.02922  0.1246
H -1.89661 4.20045 3.55854  0.1157
H -0.71357 5.50392 3.82387  0.1355
N 5.31405 -2.17578 2.49496  0.1918
C 4.78632 -3.36494 2.45798  -0.7578
N 4.48090 -3.77842 3.68291  0.1829
O 4.58182 -3.98201 1.43218  0.0212
H 5.56480 -1.64082 1.67578  0.0647
H 5.10071 -1.65171 3.33158  0.1099
H 4.62585 -3.06314 4.38108  0.1083
H 3.99596 -4.65730 3.79474  0.1145

Which structure loses on stability? 1 does.

1 | Molecular formula: C8H11N3O2
Method: DFT, ωB97M-V with the def2-TZVPD basis set

Summary:
SMILES: N[C@@H]1N=CC=C[C@]1(C1CC1)[N+](=O)[O-]
Kohn-Sham gap in Eh: 0.349
Charge: 0
E_LUMO in eV: -0.1116

Each line ends with the Löwdin charge.
Geometry (Å):
N 2.43683 0.98604 1.37266  0.0445
C 1.41817 0.03557 0.99129  -0.3677
N 1.93646 -1.21409 0.70656  0.0958
C 1.70357 -1.82972 -0.43859  -0.0735
C 1.02976 -1.27768 -1.60464  -0.0586
C 0.53335 -0.09709 -1.52502  -0.0201
C 0.39222 0.68435 -0.20074  -0.2454
C -0.94860 0.71066 0.38898  -0.2634
C -2.11828 0.75600 -0.54796  -0.0912
C -1.84041 -0.48089 0.24952  -0.0757
N 0.88559 2.05075 -0.44775  -0.3546
O 1.97294 2.04952 -0.97197  0.0570
O 0.31630 3.03874 -0.03142  0.1101
H 3.09024 0.56703 2.08638  0.1079
H 2.97129 1.14254 0.45619  0.0987
H 0.72449 -0.03282 1.89813  0.1626
H 2.08287 -2.81577 -0.49876  0.0920
H 0.91712 -1.71753 -2.54319  0.0998
H -0.01888 0.23916 -2.37865  0.1224
H -1.01124 1.44339 1.23550  0.1706
H -1.98333 0.56299 -1.56143  0.0786
H -2.78455 1.49800 -0.34663  0.0792
H -2.55090 -0.91722 1.09803  0.1560
H -1.38756 -1.15530 -0.42668  0.0752

2 | Molecular formula: C8H11N3O2
Method: DFT, ωB97M-V with the def2-TZVPD basis set

Summary:
SMILES: NC[C@](N)(c1ccccc1)[N+](=O)[O-]
Kohn-Sham gap in Eh: 0.364
Charge: 0
E_LUMO in eV: 0.2281

Each line ends with the Löwdin charge.
Geometry (Å):
N -0.00796 0.15028 -2.59760  0.0206
C 0.22221 -1.09222 -1.90131  -0.2209
C -0.49922 -1.18503 -0.55367  -0.3478
N -1.90093 -1.04195 -0.66495  0.0895
C 0.06535 0.24399 0.44591  -0.0805
C -0.77887 1.31032 0.63021  -0.0651
C -0.32175 2.36792 1.40506  -0.0796
C 0.94056 2.32782 1.97360  -0.0885
C 1.76689 1.23663 1.76329  -0.0728
C 1.32959 0.17642 0.98374  -0.0538
N -0.08255 -2.34567 0.25021  -0.3537
O -0.95629 -2.91839 0.87264  0.0809
O 1.09282 -2.64312 0.26006  0.0712
H -1.00567 0.29686 -2.72135  0.0704
H 0.34814 0.93177 -2.05506  0.0698
H 1.29561 -1.22278 -1.75019  0.1182
H -0.13395 -1.90686 -2.54340  0.1256
H -2.35912 -1.25931 0.21474  0.0982
H -2.29174 -1.64012 -1.38655  0.1006
H -1.76300 1.32229 0.18873  0.1039
H -0.96120 3.22359 1.56574  0.1032
H 1.28628 3.14614 2.58764  0.1024
H 2.74913 1.20330 2.21002  0.1050
H 1.96566 -0.68188 0.82248  0.1032

Which structure loses on stability? 1 does.